Molecular formula: C25H34N2O6
Method: DFT, wB97M-V/def2-TZVPD

Geometry (Å):
C 4.558063 -0.926075 -1.514470
H 3.928494 -3.005125 -1.832808
C -0.237727 0.170487 -1.598547
C -1.490018 4.142318 -1.651035
H -1.554993 -3.098079 -0.440166
C -2.146730 4.062831 2.628135
C -2.142362 4.074446 1.239323
C -2.889296 -1.508471 -3.363250
C 3.239692 -2.227621 0.083548
H 1.387653 -5.328443 2.181793
C -1.324556 3.160815 0.551266
C -0.659563 -2.665001 0.034902
H -2.044992 -1.967451 -5.321192
H -0.997805 5.049147 -1.292391
H 4.741462 0.758570 -0.116787
H -1.407725 -4.955051 0.987959
H -1.070408 3.859995 -2.617188
H 0.002828 1.523793 3.207728
C 4.673514 -0.328118 -0.103072
C 0.293770 1.295972 0.456459
C -3.688263 5.895796 1.159314
H 0.796370 1.905373 -0.307611
O 1.462813 0.266549 2.366368
N 2.295437 0.035555 0.284899
O -1.231435 3.042855 -0.806975
H -3.904359 -1.853660 -3.332124
C -1.942143 -1.550532 -4.340789
H -4.174232 6.471899 0.372807
H 2.628821 -1.825579 -1.950535
C 0.476882 -5.718994 1.737126
H -2.431965 -0.542563 -0.221923
C 3.540962 -2.079613 -1.409630
H -4.453695 5.435842 1.792967
C -0.552658 2.239342 1.278409
H -1.938539 0.343477 1.224251
C -1.132827 -0.556043 -2.513782
O -2.413769 -0.914635 -2.260370
C -0.800968 -0.929914 -3.794371
H -0.212513 -1.394971 1.705947
C -1.380068 3.152592 3.332752
C 3.418047 -0.807938 0.628877
C -1.073287 -1.617594 1.074312
H 3.513311 -0.781018 1.717038
H 5.527208 -1.279887 -1.864608
H 2.249072 -2.633545 0.277065
H 0.015448 -6.423287 2.423598
C 1.400982 0.488105 1.171174
H -2.762637 4.760478 3.172238
H 4.206754 -0.175575 -2.221837
C -0.595182 2.234998 2.664219
H 2.142633 0.222387 -0.701439
H 0.146147 -0.767827 -4.265311
H 3.975969 -2.878663 0.556531
H -1.865943 -2.015265 1.710569
O 0.822961 0.588716 -2.068015
H -0.047516 -2.195961 -0.741004
H 0.735463 -6.231979 0.814978
C -1.590096 -0.323215 0.431732
O 0.158178 -3.686448 0.548890
H 5.553905 -0.718724 0.407496
N -0.563295 0.378032 -0.304961
H -3.066794 6.564066 1.764160
H -0.742346 -4.057162 2.377288
H -1.405721 3.159555 4.411324
C -0.479757 -4.574328 1.443785
H -2.560149 4.330549 -1.757293
O -2.916506 4.929816 0.492256

Atoms 1-3, force components in eV/Å:
0.10 0.02 -0.11
-0.07 -0.02 -0.08
0.02 0.23 0.32

Results
* 2S+1: 1
* calculated total energy: -1533.96174 Ha
* HOMO-LUMO gap: 8.87 eV
* energy relative to the best compared isomer or geometry (same formula, charge and spin): 40.0 kcal/mol
* E_HOMO: -8.160 eV

Charges obtained by natural (NBO) population analysis, quoted in units of e: C -0.42; H 0.21; C 0.65; C -0.24; H 0.16; C -0.28; C 0.22; C 0.11; C -0.41; H 0.21; C 0.32; C -0.06; H 0.23; H 0.18; H 0.22; H 0.16; H 0.19; H 0.26; C -0.41; C -0.16; C -0.25; H 0.27; O -0.65; N -0.63; O -0.52; H 0.21; C -0.32; H 0.20; H 0.20; C -0.62; H 0.23; C -0.42; H 0.18; C -0.09; H 0.23; C 0.15; O -0.40; C -0.22; H 0.23; C -0.22; C -0.06; C -0.45; H 0.23; H 0.21; H 0.24; H 0.21; C 0.69; H 0.22; H 0.21; C -0.22; H 0.43; H 0.25; H 0.20; H 0.21; O -0.67; H 0.19; H 0.21; C -0.24; O -0.55; H 0.21; N -0.41; H 0.18; H 0.16; H 0.21; C -0.06; H 0.19; O -0.51